The following is a DFT calculation (ωB97M-V with the def2-TZVPD basis set) of C41H71AsKO9PS3Si4 as an isolated structure.

ORCA input file:
```
! wB97M-V def2-TZVPD RIJCOSX def2/J DEFGRID3
* xyz -2 1
K 0.16 0.60 0.37
O 0.26 3.86 -1.76
C -0.27 3.75 -0.63
O 0.11 3.03 0.32
C -1.56 4.52 -0.37
C -1.55 5.90 -0.56
C -2.66 6.67 -0.28
C -3.83 6.06 0.17
C -3.85 4.68 0.32
C -2.73 3.89 0.06
P -2.89 2.05 0.16
C -3.46 1.76 1.85
C -4.08 0.53 2.11
C -4.45 0.20 3.40
C -4.18 1.06 4.45
C -3.53 2.26 4.21
C -3.18 2.61 2.91
C -4.40 1.84 -0.86
C -4.19 1.70 -2.23
C -5.26 1.55 -3.09
C -6.56 1.50 -2.60
C -6.77 1.62 -1.23
C -5.70 1.78 -0.37
H -0.64 6.36 -0.93
H -2.63 7.74 -0.41
H -4.71 6.64 0.40
H -4.77 4.20 0.64
H -4.28 -0.17 1.31
H -4.93 -0.76 3.57
H -4.45 0.79 5.47
H -3.28 2.93 5.03
H -2.66 3.55 2.73
H -3.18 1.68 -2.61
H -5.08 1.42 -4.16
H -7.39 1.36 -3.27
H -7.78 1.56 -0.83
H -5.88 1.84 0.70
O -0.67 -1.54 -3.58
H -0.38 -0.95 -2.87
H -1.60 -1.70 -3.37
O 0.67 2.73 3.13
H 0.22 1.85 3.21
H 0.41 3.03 2.24
O -0.02 1.10 -2.56
H -0.25 1.14 -3.50
H 0.17 2.02 -2.29
O 2.25 0.63 1.99
H 2.09 1.51 2.37
H 1.50 0.14 2.39
C -7.40 -1.90 -1.99
O -6.01 -1.85 -2.23
C -5.16 -2.10 -1.20
S -5.76 -2.56 0.30
S -3.54 -1.87 -1.59
H -7.86 -1.67 -2.95
H -7.70 -1.17 -1.24
H -7.71 -2.89 -1.65
C 1.34 -2.08 4.21
Si -0.04 -0.78 4.38
C -1.59 -1.75 4.90
C 0.41 0.30 5.87
O -0.20 0.09 3.04
H 1.56 -2.55 5.17
H 2.26 -1.64 3.82
H 1.04 -2.87 3.51
H -1.35 -2.37 5.76
H -1.96 -2.40 4.10
H -2.39 -1.07 5.17
H 0.55 -0.31 6.77
H -0.39 1.02 6.07
H 1.32 0.87 5.68
C 4.03 3.95 -0.87
Si 4.74 2.28 -0.39
C 6.52 2.19 -1.05
C 4.90 2.18 1.49
As 3.22 0.66 -1.21
Si 3.53 0.96 -3.53
C 5.29 0.97 -4.24
C 2.65 -0.43 -4.46
C 2.75 2.63 -3.97
Si 4.28 -1.42 -0.77
C 3.47 -2.71 -1.90
C 4.02 -1.87 1.03
C 6.15 -1.49 -1.08
H 4.43 4.72 -0.21
H 2.94 3.97 -0.80
H 4.30 4.22 -1.90
H 7.05 3.05 -0.62
H 6.59 2.26 -2.14
H 7.04 1.29 -0.74
H 5.82 2.72 1.76
H 4.95 1.17 1.87
H 4.06 2.67 1.99
H 5.95 0.20 -3.83
H 5.78 1.94 -4.13
H 5.18 0.78 -5.31
H 3.31 -1.29 -4.58
H 2.41 -0.05 -5.46
H 1.73 -0.78 -4.00
H 2.12 3.05 -3.19
H 2.13 2.51 -4.87
H 3.52 3.37 -4.20
H 2.44 -2.47 -2.15
H 3.48 -3.67 -1.38
H 4.04 -2.82 -2.83
H 2.97 -1.81 1.31
H 4.59 -1.22 1.69
H 4.37 -2.90 1.16
H 6.47 -1.05 -2.02
H 6.44 -2.54 -1.07
H 6.69 -0.99 -0.27
C 1.45 -8.35 -0.55
C 0.96 -6.94 -0.44
C 1.53 -6.06 0.48
C 1.11 -4.74 0.56
C 0.10 -4.30 -0.28
C -0.48 -5.15 -1.20
C -0.05 -6.47 -1.27
S -0.41 -2.58 -0.26
C -1.34 -2.57 1.27
O 0.84 -1.78 0.01
H 1.83 -8.72 0.41
H 2.27 -8.43 -1.27
H 0.66 -9.03 -0.87
H 2.33 -6.41 1.13
H 1.58 -4.05 1.25
H -1.26 -4.78 -1.86
H -0.51 -7.15 -1.99
H -0.85 -3.21 2.01
H -2.36 -2.90 1.05
H -1.35 -1.55 1.65
*
```

The value obtained for the HOMO energy is -0.09366 Eh. As for the HOMO-LUMO gap: 6.2550 eV. The energy relative to the best compared isomer or geometry (same formula, charge and spin) comes out at 0.000 eV.


The following is a DFT calculation (ωB97M-V with the def2-TZVPD basis set) of a 9-piece molecular cluster, C41H77F12O23 overall at a distorted geometry.

ORCA input file:
```
! wB97M-V def2-TZVPD RIJCOSX def2/J DEFGRID3
* xyz -1 1
O 0.06 -0.44 -0.66
C 0.31 0.36 0.49
O 0.30 -0.30 1.55
O 0.57 1.55 0.28
H -0.10 -1.25 -0.14
C -0.45 -1.12 4.72
O 0.96 -1.04 4.67
C 1.59 -1.52 5.84
C 1.65 -0.50 6.95
O 2.12 0.71 6.46
C 2.35 1.66 7.46
C 3.28 2.71 6.93
O 2.73 3.24 5.77
C 3.51 4.24 5.19
H -0.76 -0.40 5.49
H -0.82 -2.14 4.90
H -0.90 -0.72 3.81
H 2.60 -1.81 5.51
H 1.09 -2.44 6.16
H 2.28 -0.89 7.77
H 0.64 -0.40 7.39
H 2.75 1.21 8.38
H 1.38 2.12 7.72
H 4.29 2.29 6.78
H 3.42 3.49 7.71
H 4.55 3.93 4.99
H 3.62 5.10 5.88
H 3.06 4.61 4.27
C 1.66 4.57 1.96
O 2.59 3.52 1.89
C 3.15 3.47 0.60
C 4.29 2.49 0.58
O 3.75 1.23 0.91
C 4.65 0.17 0.79
C 3.88 -1.12 0.81
O 3.19 -1.29 2.01
C 2.54 -2.51 2.11
H 0.80 4.38 1.30
H 2.13 5.53 1.71
H 1.28 4.58 2.98
H 3.53 4.47 0.34
H 2.40 3.16 -0.14
H 5.08 2.69 1.31
H 4.72 2.45 -0.44
H 5.41 0.19 1.58
H 5.14 0.22 -0.20
H 4.63 -1.94 0.73
H 3.20 -1.20 -0.06
H 3.27 -3.31 2.32
H 2.02 -2.79 1.18
H 1.83 -2.44 2.93
C 2.48 0.78 -2.72
O 2.59 0.29 -4.05
C 1.54 -0.57 -4.39
C 1.68 -0.91 -5.84
O 2.72 -1.84 -5.96
C 3.19 -2.03 -7.27
C 4.05 -3.28 -7.29
O 3.45 -4.44 -6.79
C 2.28 -4.82 -7.46
H 2.25 -0.01 -2.01
H 1.60 1.44 -2.67
H 3.38 1.32 -2.46
H 0.60 -0.04 -4.21
H 1.53 -1.47 -3.76
H 1.79 0.01 -6.44
H 0.75 -1.34 -6.25
H 3.85 -1.19 -7.56
H 2.37 -2.08 -8.00
H 4.93 -3.08 -6.67
H 4.45 -3.45 -8.31
H 2.50 -5.11 -8.50
H 1.52 -4.03 -7.54
H 1.86 -5.67 -6.93
C -1.15 2.39 5.62
O -0.46 2.26 4.40
C -1.04 2.91 3.31
C -2.21 2.20 2.69
O -3.31 2.15 3.62
C -4.55 1.88 3.04
C -5.26 3.09 2.47
O -4.79 3.66 1.27
C -4.87 2.78 0.16
H -1.50 3.42 5.76
H -0.45 2.07 6.39
H -2.04 1.76 5.68
H -0.33 3.03 2.49
H -1.36 3.93 3.60
H -1.93 1.16 2.46
H -2.51 2.72 1.78
H -5.19 1.54 3.86
H -4.46 1.09 2.28
H -5.24 3.89 3.21
H -6.35 2.87 2.40
H -5.89 2.41 0.05
H -4.11 2.00 0.19
H -4.68 3.41 -0.72
C -2.72 0.54 -1.62
C -2.10 -0.13 -2.80
O -3.09 -0.92 -3.48
C -2.69 -1.64 -4.49
O -1.60 -1.69 -4.99
C -3.80 -2.60 -4.96
F -3.27 -3.75 -5.36
F -4.70 -2.86 -4.01
F -4.45 -2.07 -6.01
H -3.45 1.33 -1.80
H -1.94 0.91 -0.95
H -3.30 -0.16 -1.01
H -1.30 -0.76 -2.43
H -1.67 0.60 -3.49
C 0.39 -3.63 -2.57
C 0.18 -4.24 -3.95
O 0.95 -5.45 -4.03
C 0.35 -6.54 -4.45
O -0.78 -6.65 -4.83
C 1.30 -7.75 -4.47
F 0.76 -8.76 -3.78
F 1.45 -8.16 -5.75
F 2.50 -7.49 -3.98
H 1.45 -3.51 -2.37
H -0.02 -4.29 -1.80
H -0.19 -2.71 -2.56
H 0.55 -3.55 -4.71
H -0.87 -4.37 -4.16
C -1.42 3.69 -2.32
C -0.42 4.03 -1.25
O -1.06 4.65 -0.11
C -1.61 5.82 -0.28
O -1.54 6.53 -1.24
C -2.37 6.30 0.98
F -1.73 7.33 1.54
F -3.59 6.72 0.61
F -2.51 5.33 1.87
H -1.00 2.96 -3.01
H -1.72 4.57 -2.91
H -2.35 3.31 -1.90
H 0.41 4.65 -1.59
H 0.06 3.13 -0.84
C -2.95 -4.14 -1.00
C -4.15 -3.24 -0.74
O -4.57 -3.17 0.62
C -3.76 -2.54 1.44
O -2.77 -1.94 1.14
C -4.15 -2.64 2.93
F -5.27 -3.37 3.11
F -3.17 -3.23 3.60
F -4.38 -1.43 3.44
H -3.04 -5.13 -0.54
H -2.04 -3.69 -0.60
H -2.85 -4.28 -2.08
H -5.01 -3.52 -1.35
H -3.86 -2.24 -1.08
*
```

The value obtained for the HOMO energy is -0.20593 Eh. As for the HOMO-LUMO gap: 7.7731 eV. The energy relative to the best compared isomer or geometry (same formula, charge and spin) comes out at 0.000 eV.


The following is a DFT calculation (ωB97M-V with the def2-TZVPD basis set) of C41H78F15Li2N3O13 as an isolated structure at a distorted geometry.

ORCA input file:
```
! wB97M-V def2-TZVPD RIJCOSX def2/J DEFGRID3
* xyz 0 1
Li -10.64 -3.50 -9.04
Li -8.26 -3.90 -8.45
O -9.77 -3.36 -7.33
H -9.99 -2.57 -6.81
O -9.12 -4.19 -10.08
H -8.86 -4.30 -11.02
C -6.29 -3.16 -5.90
C -5.55 -3.44 -7.21
N -6.25 -4.37 -8.09
C -6.29 -5.73 -7.53
C -7.46 -6.54 -8.09
C -5.69 -4.45 -9.44
C -5.86 -3.14 -10.24
H -5.73 -2.43 -5.31
H -6.44 -4.03 -5.26
H -7.28 -2.72 -6.02
H -5.31 -2.50 -7.71
H -4.60 -3.90 -6.96
H -5.36 -6.25 -7.74
H -6.44 -5.67 -6.46
H -8.40 -6.04 -7.85
H -7.46 -6.63 -9.18
H -7.51 -7.51 -7.59
H -6.10 -5.28 -10.01
H -4.63 -4.71 -9.51
H -6.90 -2.86 -10.35
H -5.36 -3.32 -11.19
H -5.40 -2.24 -9.84
C -1.32 -3.85 -12.95
C -1.99 -2.52 -12.55
N -3.32 -2.26 -13.16
C -3.42 -2.54 -14.59
C -2.61 -1.51 -15.45
C -3.93 -0.98 -12.69
C -5.36 -0.81 -13.22
H -0.46 -4.05 -12.31
H -0.94 -3.84 -13.97
H -2.04 -4.67 -12.88
H -2.10 -2.57 -11.47
H -1.28 -1.72 -12.76
H -3.08 -3.56 -14.77
H -4.47 -2.57 -14.88
H -1.58 -1.43 -15.12
H -2.60 -1.73 -16.52
H -3.17 -0.58 -15.40
H -3.34 -0.11 -12.98
H -3.84 -0.99 -11.61
H -5.89 -1.74 -12.97
H -5.35 -0.64 -14.29
H -5.81 0.04 -12.71
C -11.91 -2.87 -11.70
C -12.98 -3.06 -10.69
N -12.56 -3.89 -9.58
C -13.51 -3.70 -8.40
C -14.98 -4.20 -8.62
C -12.38 -5.29 -10.02
C -11.93 -6.27 -8.94
H -12.17 -2.14 -12.47
H -11.65 -3.81 -12.19
H -11.01 -2.52 -11.18
H -13.26 -2.08 -10.32
H -13.80 -3.51 -11.24
H -13.55 -2.68 -8.03
H -13.19 -4.28 -7.53
H -15.54 -3.62 -9.35
H -15.57 -4.23 -7.70
H -15.06 -5.23 -8.97
H -13.27 -5.72 -10.47
H -11.54 -5.37 -10.71
H -11.00 -5.96 -8.46
H -12.68 -6.54 -8.20
H -11.68 -7.23 -9.40
C -11.55 -0.01 -8.86
C -13.07 0.31 -8.84
O -13.53 0.44 -10.16
C -13.67 1.59 -10.79
O -13.63 2.75 -10.31
C -13.99 1.44 -12.34
F -15.12 2.10 -12.60
F -13.10 2.03 -13.04
F -14.10 0.16 -12.76
H -11.28 -0.70 -8.06
H -10.90 0.86 -8.89
H -11.35 -0.48 -9.83
H -13.20 1.25 -8.31
H -13.71 -0.46 -8.42
C -13.62 -6.16 -13.97
C -12.15 -6.10 -14.46
O -11.30 -6.51 -13.38
C -10.05 -7.02 -13.65
O -9.56 -6.98 -14.77
C -9.35 -7.56 -12.42
F -10.17 -7.54 -11.39
F -9.01 -8.85 -12.68
F -8.25 -6.87 -12.13
H -13.74 -5.56 -13.08
H -13.98 -7.16 -13.73
H -14.25 -5.74 -14.76
H -11.80 -5.11 -14.71
H -12.01 -6.79 -15.29
C -8.10 0.68 -7.91
C -7.98 2.09 -8.41
O -6.67 2.54 -8.61
C -6.09 2.28 -9.81
O -6.71 1.86 -10.75
C -4.53 2.42 -9.84
F -3.98 1.23 -9.59
F -4.03 2.88 -11.01
F -4.12 3.20 -8.88
H -9.12 0.49 -7.57
H -7.42 0.39 -7.11
H -7.76 -0.05 -8.65
H -8.28 2.69 -7.54
H -8.62 2.37 -9.24
C -7.63 -4.02 -14.11
C -8.86 -3.50 -13.35
O -9.90 -3.22 -14.32
C -9.93 -2.05 -15.03
O -9.11 -1.16 -14.96
C -11.23 -1.94 -15.91
F -12.02 -0.98 -15.55
F -10.88 -1.84 -17.21
F -11.99 -3.03 -15.80
H -7.23 -3.32 -14.84
H -7.87 -4.93 -14.66
H -6.85 -4.31 -13.40
H -8.61 -2.63 -12.74
H -9.14 -4.22 -12.58
C -8.67 5.46 -11.07
C -9.30 5.05 -12.38
O -9.06 3.70 -12.71
C -9.71 2.66 -12.10
O -10.39 2.82 -11.08
C -9.59 1.32 -12.78
F -9.28 0.42 -11.82
F -10.72 0.99 -13.44
F -8.55 1.29 -13.64
H -7.61 5.21 -11.09
H -9.14 4.91 -10.26
H -8.71 6.54 -10.94
H -9.01 5.63 -13.26
H -10.38 5.21 -12.34
C -4.76 -6.85 -12.26
C -3.88 -7.58 -11.28
O -4.28 -8.67 -10.82
C -2.64 -6.90 -10.74
H -5.63 -7.49 -12.43
H -4.14 -6.83 -13.16
H -5.01 -5.85 -11.89
H -1.88 -6.65 -11.47
H -2.15 -7.54 -10.00
H -2.97 -6.07 -10.12
*
```

The value obtained for the HOMO energy is -0.29976 Eh. As for the HOMO-LUMO gap: 8.4852 eV. The energy relative to the best compared isomer or geometry (same formula, charge and spin) comes out at 0.000 eV.